A structure of composition C26H33BrN3O2RuS, computed with ωB97M-V/def2-TZVPD.

```
67
Properties=species:S:1:pos:R:3:forces:R:3:mulliken_spin:R:1
Ru -0.705 0.223 1.026 0.0511 -0.0321 -0.7276 2.51
Br -6.073 -2.975 -3.044 -0.0176 0.0076 -0.0087 0.00
C -4.512 -2.225 -2.276 0.0310 0.0128 0.0279 -0.03
C -3.367 -2.079 -3.049 -0.0240 -0.0035 -0.0414 0.10
C -2.233 -1.549 -2.464 -0.0068 -0.0097 0.0621 -0.04
C -2.198 -1.157 -1.124 0.0201 0.0070 -0.0644 0.08
O -1.020 -0.703 -0.669 0.0240 -0.0342 0.0380 0.08
C -3.378 -1.283 -0.348 -0.0314 0.0072 0.1257 -0.05
C -3.501 -0.919 1.036 -0.0476 -0.1166 -0.1172 0.36
N -2.576 -0.269 1.723 0.2327 0.1583 0.2914 -0.01
C -2.655 -0.039 3.076 -0.0002 0.0063 -0.0196 -0.16
C -3.586 -0.605 3.963 -0.0383 0.0164 -0.0764 0.24
C -3.539 -0.300 5.318 0.0159 0.0338 0.0233 -0.09
C -2.603 0.570 5.842 -0.0324 0.0082 0.0119 0.23
C -1.645 1.159 4.990 0.0248 0.1102 -0.0884 -0.06
C -0.653 2.058 5.420 0.0549 0.0031 -0.0088 0.14
C 0.252 2.596 4.522 -0.0506 0.0425 0.0539 -0.04
C 0.204 2.204 3.197 -0.0351 -0.0811 -0.0646 0.13
N -0.716 1.335 2.755 0.2445 -0.2264 0.2034 0.00
C -1.658 0.838 3.605 -0.1792 -0.0540 0.1540 0.04
C -4.520 -1.834 -0.959 -0.0064 0.0014 -0.0493 0.06
H -3.364 -2.381 -4.087 0.0012 -0.0014 0.0015 0.01
H -1.325 -1.438 -3.042 0.0067 -0.0162 0.0016 0.00
H -4.432 -1.177 1.529 -0.0018 0.0075 -0.0047 0.04
H -4.321 -1.310 3.603 -0.0028 0.0048 -0.0024 0.04
H -4.255 -0.769 5.981 -0.0137 0.0118 -0.0041 0.00
H -2.590 0.808 6.897 0.0121 -0.0130 0.0037 0.01
H -0.601 2.319 6.470 -0.0236 0.0279 -0.0050 0.00
H 1.006 3.301 4.841 0.0062 -0.0098 0.0056 0.00
H 0.914 2.557 2.461 0.0201 -0.0233 0.0079 0.01
H -5.423 -1.944 -0.372 0.0031 -0.0124 0.0069 0.00
C 1.457 3.568 -3.668 0.0115 -0.0042 -0.0050 0.00
C 0.562 2.341 -3.817 0.0613 0.0495 0.0524 0.00
C 0.406 1.561 -2.512 -0.0320 -0.0382 -0.0712 0.01
S 1.708 0.351 -2.184 0.1860 0.0982 -0.1594 0.02
O 3.014 1.035 -2.463 -0.0690 -0.0497 -0.0074 0.00
C 1.373 -0.785 -3.593 -0.0184 0.0453 0.0162 0.01
C 2.633 -1.056 -4.403 0.0130 -0.0211 0.0350 0.00
C 3.665 -1.887 -3.648 -0.0019 0.0017 0.0130 0.00
H 1.606 4.060 -4.631 -0.0205 0.0157 0.0055 0.00
H 2.430 3.281 -3.274 0.0016 0.0001 -0.0044 0.00
H 1.008 4.295 -2.987 0.0024 -0.0049 0.0086 0.00
H 0.968 1.694 -4.598 -0.0179 -0.0107 0.0004 0.00
H -0.432 2.647 -4.154 0.0023 -0.0131 -0.0215 0.00
H -0.520 0.986 -2.455 -0.0221 0.0354 0.0022 -0.01
H 0.441 2.237 -1.653 -0.0511 -0.0362 0.0311 0.00
H 0.582 -0.361 -4.212 0.0124 -0.0210 -0.0290 0.00
H 0.999 -1.700 -3.129 -0.0211 -0.0043 -0.0252 0.00
H 3.077 -0.102 -4.693 -0.0012 -0.0090 -0.0322 0.00
H 2.336 -1.574 -5.318 -0.0139 0.0087 -0.0001 0.00
H 4.107 -1.306 -2.838 -0.0150 -0.0067 0.0129 0.00
H 4.472 -2.201 -4.311 0.0068 0.0069 0.0052 0.00
H 3.212 -2.786 -3.223 0.0049 -0.0132 -0.0228 0.00
C 3.418 0.519 1.542 -0.0268 0.0607 -0.0486 0.07
C 2.255 -0.452 1.312 0.2076 -0.0198 -0.1309 -0.12
C 1.773 -1.035 2.651 0.0066 0.0080 0.0561 0.12
C 2.726 -1.606 0.412 -0.0694 -0.0067 -0.0602 0.08
N 1.166 0.250 0.686 -0.3821 0.0734 0.6321 1.28
H 4.260 -0.004 1.999 0.0026 0.0014 -0.0010 0.00
H 3.116 1.333 2.203 0.0039 -0.0123 0.0176 -0.01
H 3.742 0.946 0.592 0.0102 -0.0171 -0.0039 -0.01
H 2.531 -1.712 3.050 0.0135 0.0319 0.0233 0.01
H 0.856 -1.620 2.521 0.0137 -0.0044 -0.0226 -0.03
H 1.592 -0.252 3.387 -0.0483 0.0121 -0.0249 -0.01
H 3.486 -2.188 0.937 -0.0041 -0.0020 0.0021 0.00
H 3.159 -1.227 -0.511 0.0191 0.0112 0.0153 -0.01
H 1.891 -2.263 0.160 -0.0017 0.0013 0.0051 0.00
```
Positions in Å, forces in eV/Å.

Multiplicity: 6
Expectation value of S²: 8.84
HOMO level (alpha / beta) (eV): -5.37 / -7.90
LUMO (alpha / beta) (eV): -0.63 / -1.62
Total energy (eV): -119519.3262
Orbital gap (alpha / beta) (eV): 4.7475 / 6.2874
Relative energy (zero: lowest compared OMol25 entry of this formula, charge and spin) (kJ/mol): 95.88

=====

A cluster of 6 separate species, C24H40N4O4 in total, computed with ωB97M-V/def2-TZVPD.

```
72
Properties=species:S:1:pos:R:3:forces:R:3:lowdin_charge:R:1
O 2.359 7.118 -0.018 -0.4806 0.2892 -0.7569 0.12
C 1.208 7.245 -0.325 -0.2912 -0.9676 0.4994 -0.45
C 0.086 7.806 0.582 0.6173 -0.0038 -3.0731 -0.04
C -1.103 7.573 -0.390 -1.8230 1.1233 2.6022 -0.19
C -0.748 6.497 -1.340 0.3321 0.0960 0.1959 -0.17
O 0.667 6.744 -1.507 0.5449 -0.0239 -0.0368 0.00
H 0.202 7.298 1.540 -0.5767 0.3496 -0.0173 0.13
H 0.284 8.877 0.541 0.0647 -0.0218 1.0267 0.12
H -2.052 7.499 0.141 -0.0786 -0.9545 0.2312 0.11
H -1.381 8.480 -0.927 0.9122 0.2235 -0.3472 0.12
H -0.863 5.464 -1.011 -0.0853 0.0531 0.2842 0.13
H -1.391 6.642 -2.208 0.8513 -0.1681 -0.6112 0.13
O 4.424 0.316 -1.310 -4.3757 -0.8976 1.3471 0.06
C 3.234 0.178 -0.908 3.8130 0.6419 -1.6817 -0.45
C 1.977 -0.077 -1.720 -0.0939 -0.0743 -0.4652 -0.08
C 0.856 -0.065 -0.730 -0.7423 -0.3746 1.9251 -0.19
C 1.445 0.688 0.444 0.7629 0.5308 -1.5614 -0.12
O 2.897 0.374 0.359 -1.0680 0.4637 1.6129 0.03
H 1.852 0.792 -2.366 0.2233 -0.2600 -0.4973 0.13
H 2.001 -1.023 -2.261 0.3534 0.3585 -0.3244 0.13
H -0.058 0.471 -0.987 0.0051 -0.3327 -0.5150 0.12
H 0.595 -1.018 -0.270 -0.0894 -0.4851 -0.8576 0.12
H 1.333 1.727 0.134 0.3265 0.4163 0.8530 0.12
H 0.928 0.469 1.378 0.8802 -0.0118 0.1724 0.13
C -3.579 -0.541 3.488 -0.1297 -0.3565 0.4177 -0.10
C -2.842 -1.004 4.793 -0.9252 -0.3785 0.1241 -0.22
C -2.893 -2.595 4.915 0.3779 0.5933 -1.5315 -0.16
C -2.117 -3.202 3.794 -0.3833 0.3590 1.2705 -0.25
N -1.567 -3.700 2.926 0.3775 -0.1721 -0.5589 0.13
H -3.866 0.497 3.323 0.8002 0.4269 0.7316 0.06
H -4.582 -0.968 3.514 0.0767 -0.6149 -0.2110 0.07
H -3.063 -0.833 2.573 -0.0210 -0.3352 0.1170 0.06
H -3.355 -0.597 5.665 -0.3713 -0.1124 -0.0143 0.09
H -1.839 -0.604 4.943 0.2099 -0.3336 -0.5663 0.10
H -3.887 -2.991 4.710 -0.3795 0.4619 0.1851 0.11
H -2.609 -3.063 5.858 0.3786 0.4807 0.0316 0.11
C 4.674 -4.375 -6.588 -0.8772 -0.0998 0.2509 -0.12
C 4.641 -5.466 -5.501 1.3437 0.9642 -1.0997 -0.25
C 4.744 -6.884 -6.123 -1.4846 -0.8949 0.6870 -0.17
C 3.449 -7.529 -6.584 0.7049 0.3404 0.2380 -0.22
N 2.538 -8.142 -6.936 0.3441 0.4722 0.1727 0.12
H 3.638 -4.281 -6.914 0.1252 0.3779 -0.5370 0.07
H 5.317 -4.585 -7.442 -0.0012 -0.1684 0.1165 0.07
H 4.993 -3.432 -6.143 -0.1188 0.0607 -0.1047 0.07
H 3.814 -5.194 -4.844 -0.3190 -0.9500 -0.1202 0.11
H 5.515 -5.212 -4.902 0.2637 -0.8798 0.1921 0.10
H 5.128 -7.600 -5.397 -0.0493 0.0353 0.2674 0.11
H 5.426 -7.015 -6.963 0.0691 0.7479 -0.0595 0.11
C -8.498 2.353 -2.271 -0.5304 -1.2515 -0.0244 -0.11
C -8.797 1.717 -3.617 0.1478 0.9328 -2.3996 -0.26
C -7.605 1.024 -4.387 -2.5663 -0.5967 0.7218 -0.18
C -6.401 1.646 -4.015 4.6382 1.5848 1.0060 -0.27
N -5.384 2.100 -3.639 -2.7355 -1.0183 -0.9932 0.15
H -7.924 3.280 -2.254 -0.1589 -0.0513 -0.5710 0.08
H -7.931 1.641 -1.672 -0.3717 0.0403 0.5279 0.08
H -9.522 2.522 -1.937 0.3337 0.2202 0.9840 0.08
H -9.221 2.522 -4.216 0.5711 0.4412 -0.4977 0.10
H -9.663 1.068 -3.744 0.1510 -0.6070 1.1781 0.10
H -7.776 0.923 -5.459 0.1222 0.4493 0.0031 0.12
H -7.613 -0.002 -4.019 0.4074 -0.1405 0.0746 0.12
C 4.113 -2.825 6.982 -0.1620 0.7741 0.9220 -0.12
C 4.417 -1.873 5.848 1.5011 0.7927 -0.7437 -0.25
C 5.819 -1.131 5.974 -0.1562 -0.1069 1.4087 -0.16
C 6.210 -0.706 7.378 -0.2880 -0.3974 -0.7491 -0.23
N 6.586 -0.426 8.431 -0.2952 -0.0751 -0.4569 0.12
H 3.958 -2.243 7.890 -0.3543 0.2801 0.0576 0.07
H 4.943 -3.440 7.329 0.0075 -0.4757 -0.7619 0.08
H 3.184 -3.368 6.807 0.2968 -0.3003 -0.0462 0.07
H 3.637 -1.132 5.675 -0.0924 0.0509 0.4794 0.10
H 4.480 -2.376 4.883 0.0337 -0.2961 0.0288 0.10
H 5.936 -0.237 5.360 -0.4198 -0.0688 -0.1396 0.11
H 6.626 -1.795 5.665 -0.0735 -0.1756 -0.0129 0.11
```
Positions in Å, forces in eV/Å.

Structure (SMILES): O=C1CCCO1.O=C1CCCO1.CCCC#N.CCCC#N.CCCC#N.CCCC#N
HOMO level (eV): -10.11
LUMO (eV): 0.19
Total energy (eV): -39683.4430
Orbital gap (eV): 10.3007

=====

An isolated molecule of C24H38N2O3, computed with ωB97M-V/def2-TZVPD.

```
67
Properties=species:S:1:pos:R:3:forces:R:3:nbo_charge:R:1
C -7.716 -0.953 -2.205 -0.0855 0.1338 0.2089 -0.60
C -7.462 -0.021 -1.027 0.2544 -0.0467 -0.1399 -0.39
C -6.004 0.421 -0.963 -0.0683 0.2512 0.3310 -0.42
C -5.753 1.349 0.225 -0.5620 -0.2682 -0.2275 -0.06
O -4.424 1.837 0.264 0.3715 0.0060 0.2118 -0.49
C -3.360 1.020 0.487 0.1864 0.0501 -0.0787 0.26
C -2.142 1.552 0.065 -0.2573 -0.0530 0.0739 -0.26
C -0.945 0.894 0.254 0.0068 -0.2025 0.1208 -0.15
C -0.941 -0.349 0.872 -0.3402 0.0618 -0.1509 -0.16
C 0.291 -1.159 1.088 0.0685 0.1412 0.2272 0.66
O 0.270 -2.378 1.134 -0.0956 -0.2658 -0.0516 -0.64
N 1.417 -0.437 1.284 0.1133 0.1569 0.0346 -0.61
C 2.729 -1.026 1.256 0.1264 -0.1019 -0.1304 -0.25
C 3.513 -0.505 0.023 0.0747 -0.1892 0.0109 0.17
N 3.359 0.966 0.067 0.0854 0.0765 -0.0912 -0.50
C 3.450 1.730 -1.164 -0.3009 0.1290 -0.1901 -0.21
C 2.835 3.117 -0.961 0.3500 0.0133 -0.0952 -0.40
C 3.545 3.868 0.157 -0.2944 -0.0786 0.0757 -0.40
C 3.531 3.002 1.409 0.3442 0.0180 -0.0994 -0.40
C 4.140 1.636 1.094 -0.1677 0.1658 0.2614 -0.22
C 2.881 -1.091 -1.251 -0.0637 -0.0644 0.1890 -0.42
C 3.010 -2.610 -1.342 0.1489 0.0805 -0.1537 -0.40
C 4.477 -3.020 -1.286 -0.1310 -0.1129 0.2187 -0.40
C 5.134 -2.480 -0.022 0.1304 0.0802 -0.2310 -0.40
C 4.984 -0.963 0.077 -0.2197 -0.0420 0.1647 -0.42
C -2.151 -0.903 1.278 0.0744 -0.0249 0.0120 -0.26
C -3.358 -0.241 1.117 -0.1012 0.0133 -0.0134 0.29
O -4.552 -0.761 1.548 0.1785 0.4506 -0.1920 -0.53
C -4.566 -2.064 2.080 -0.0125 -0.2228 0.1066 -0.25
H -8.759 -1.259 -2.233 -0.0814 -0.0811 -0.0811 0.21
H -7.479 -0.455 -3.143 0.0184 0.0067 -0.1287 0.20
H -7.098 -1.845 -2.126 0.0543 -0.1140 -0.0394 0.20
H -8.104 0.858 -1.113 -0.0595 0.0207 0.0759 0.19
H -7.722 -0.531 -0.096 -0.0699 0.0349 0.0680 0.19
H -5.361 -0.456 -0.874 0.0502 -0.0319 -0.0359 0.20
H -5.732 0.944 -1.883 0.0382 -0.0029 -0.0370 0.20
H -6.017 0.849 1.161 0.0078 0.1471 -0.1368 0.19
H -6.359 2.255 0.126 0.0327 -0.1254 0.0152 0.18
H -2.172 2.514 -0.422 -0.0275 0.0964 -0.0660 0.22
H -0.034 1.338 -0.119 0.1249 0.0520 -0.0339 0.20
H 1.413 0.560 1.126 -0.1154 -0.0877 -0.0312 0.41
H 2.593 -2.105 1.218 0.0908 0.0893 0.0884 0.24
H 3.261 -0.782 2.181 0.0428 -0.0938 -0.0628 0.19
H 2.888 1.235 -1.954 0.1008 -0.0216 0.0132 0.21
H 4.497 1.846 -1.500 -0.0335 -0.0383 -0.0474 0.16
H 1.780 3.000 -0.702 -0.0787 -0.0296 -0.0420 0.19
H 2.895 3.674 -1.897 -0.0515 0.0104 -0.0390 0.21
H 3.056 4.826 0.344 0.0683 0.0525 -0.0159 0.21
H 4.579 4.068 -0.136 0.0528 0.0528 -0.0077 0.19
H 4.098 3.475 2.212 -0.0257 0.0067 0.0624 0.21
H 2.502 2.868 1.751 -0.0467 -0.0211 0.0790 0.20
H 4.148 1.036 2.004 0.0837 -0.0382 -0.0252 0.20
H 5.186 1.787 0.773 -0.0132 -0.0801 0.0642 0.17
H 3.393 -0.681 -2.124 -0.0496 0.0875 -0.0328 0.20
H 1.828 -0.808 -1.299 -0.0294 0.1258 -0.0975 0.22
H 2.448 -3.096 -0.545 -0.0752 -0.0543 0.0073 0.21
H 2.572 -2.937 -2.288 -0.0655 -0.0246 0.0489 0.21
H 4.564 -4.108 -1.315 0.0474 -0.0145 -0.0779 0.21
H 4.996 -2.620 -2.161 0.0510 -0.0138 -0.0667 0.19
H 4.685 -2.951 0.854 0.0236 -0.0797 0.0789 0.20
H 6.197 -2.732 -0.022 -0.0227 -0.0395 0.0993 0.21
H 5.450 -0.623 1.003 0.0409 0.1004 -0.0044 0.21
H 5.516 -0.497 -0.757 0.0613 0.0785 -0.0118 0.20
H -2.109 -1.876 1.740 -0.0459 -0.1022 0.0270 0.24
H -5.613 -2.280 2.288 0.0873 -0.0378 0.0110 0.20
H -3.993 -2.127 3.009 -0.0050 -0.0116 -0.0488 0.18
H -4.180 -2.796 1.364 0.0055 0.0268 0.0288 0.18
```
Positions in Å, forces in eV/Å.

Structure (SMILES): CCCCOc1ccc(C(=O)NCC2(N3CCCCC3)CCCCC2)cc1OC
HOMO level (eV): -8.14
LUMO (eV): 0.83
Total energy (eV): -34628.0556
Orbital gap (eV): 8.9705
Relative energy (zero: lowest compared OMol25 entry of this formula, charge and spin) (kJ/mol): 0.00

=====

A cluster of 3 separate species, CH10NO2 in total, computed with ωB97M-V/def2-TZVPD.

```
14
Properties=species:S:1:pos:R:3:forces:R:3:nbo_charge:R:1
C 0.411 -1.784 0.081 0.5602 0.0982 -0.7054 -0.42
N -0.125 -0.437 -0.318 -0.1504 0.2189 0.8942 -0.69
H -0.170 -2.135 0.933 0.0517 -0.1151 -0.2488 0.24
H 0.413 -2.461 -0.780 -0.4410 0.1087 0.3801 0.24
H 1.457 -1.659 0.360 -0.1261 0.1173 0.1296 0.24
H 0.267 0.271 0.325 0.3211 0.0527 -0.1488 0.47
H -1.129 -0.365 -0.191 -0.2871 -0.0376 -0.2558 0.44
H 0.060 -0.083 -1.255 0.2463 -0.3827 -0.1197 0.44
H 2.086 1.974 0.642 -0.0319 -0.1114 0.0162 0.50
H 2.253 0.988 1.799 0.0234 -0.0192 0.0439 0.50
O 1.849 1.082 0.929 -0.0699 0.1459 -0.0206 -0.98
H -2.646 1.362 -1.579 0.1142 0.2283 -0.0695 0.49
H -2.664 1.636 -0.094 0.1078 0.2856 -0.0603 0.49
O -2.061 1.611 -0.851 -0.3183 -0.5896 0.1649 -0.96
```
Positions in Å, forces in eV/Å.

Net charge: +1
HOMO level (eV): -16.06
LUMO (eV): -3.31
Total energy (eV): -6778.2553
Orbital gap (eV): 12.7467
Relative energy (zero: lowest compared OMol25 entry of this formula, charge and spin) (kJ/mol): 37.08

=====

Respective max |F| values: 0.7; 5.0; 0.7; 0.9 eV Å⁻¹.